a) ORCA calculation (ωB97M-V with the def2-TZVPD basis set) on a molecular structure, CH2N2O2Si.

The calculation puts the LUMO energy at -1.1 eV. The calculation puts the HOMO energy at -11.75 eV. The molar mass comes out at 102.12 g mol⁻¹.

Last column: natural (NBO) charge in e.
Element x y z (Å)
C  -0.98  0.98  -1.53  -0.096
N  -1.51  0.97  -2.56  -0.367
N  0.04  -1.10  0.70  0.204
O  0.60  -1.14  1.81  -0.406
O  -0.33  -2.00  0.00  -0.288
Si  0.39  0.58  0.29  1.168
H  -0.01  1.31  1.47  -0.112
H  1.80  0.40  -0.18  -0.103

=====

b) ORCA calculation (ωB97M-V with the def2-TZVPD basis set) on a single CH2N2O2Si molecule.

The calculation puts the LUMO energy at -1.1 eV. The structure (SMILES) is N#C[SiH2][N+](=O)[O-]. The calculation puts the HOMO energy at -11.45 eV. The molar mass comes out at 102.12 g mol⁻¹.

Last column: natural (NBO) charge in e.
Element x y z (Å)
N  -0.96  -1.05  -2.48  -0.306
C  -0.44  -0.38  -1.72  -0.091
Si  0.36  0.76  -0.14  1.144
N  -0.05  -0.49  1.18  0.232
O  0.24  -1.64  0.91  -0.355
O  -0.68  -0.12  2.17  -0.370
H  -0.19  1.99  0.59  -0.104
H  1.72  0.94  -0.50  -0.150

=====

c) ORCA calculation (ωB97M-V with the def2-TZVPD basis set) on a single CH2N2O2Si molecule.

The calculation puts the LUMO energy at -0.5 eV. The structure (SMILES) is N#C[SiH2][N+](=O)[O-]. The calculation puts the HOMO energy at -11.16 eV. The molar mass comes out at 102.12 g mol⁻¹.

Last column: natural (NBO) charge in e.
Element x y z (Å)
N  -1.96  -0.85  1.84  -0.217
C  -0.96  -0.59  1.28  -0.185
Si  0.62  -0.31  0.36  1.089
N  0.00  0.61  -1.29  0.291
O  -0.16  -0.09  -2.27  -0.383
O  -0.33  1.78  -1.23  -0.364
H  1.69  -1.27  -0.03  -0.098
H  1.10  0.71  1.34  -0.133

=====

Which one is most stable, and which one is least stable? c) is the most stable of them, while a) is the least stable.

=====

a) ORCA calculation (ωB97M-V with the def2-TZVPD basis set) on 2 unconnected molecules or ions with the total composition C4H11NOP.

The calculation puts the LUMO energy at -4.4 eV. As for the total charge: +1. The calculation puts the HOMO energy at -14.17 eV. The molar mass comes out at 120.11 g mol⁻¹.

Last column: natural (NBO) charge in e.
Element x y z (Å)
C  -2.61  0.22  0.31  -0.425
C  -1.82  -0.99  -0.16  -0.200
C  -1.23  0.91  0.50  -0.259
C  0.71  -0.21  -0.58  0.036
N  -0.55  -0.16  -0.22  -0.290
O  3.21  -1.06  0.44  -0.944
P  1.99  1.02  0.02  0.393
H  -3.34  0.54  -0.51  0.254
H  -3.07  -0.05  1.30  0.240
H  -1.88  -1.86  0.50  0.251
H  -1.95  -1.39  -1.22  0.231
H  -1.32  1.92  0.03  0.243
H  -0.98  1.24  1.43  0.246
H  1.07  -1.03  -1.26  0.251
H  3.48  -0.56  1.17  0.494
H  3.89  -1.24  -0.19  0.497
H  1.40  1.98  -0.71  -0.032
H  3.00  0.71  -0.86  0.012

=====

b) ORCA calculation (ωB97M-V with the def2-TZVPD basis set) on a molecular structure, C4H11NOP.

The calculation puts the LUMO energy at -4.3 eV. As for the total charge: +1. The calculation puts the HOMO energy at -13.15 eV. The molar mass comes out at 120.11 g mol⁻¹.

Last column: natural (NBO) charge in e.
Element x y z (Å)
C  -1.99  0.46  -0.35  0.065
C  -0.02  0.16  -0.75  -0.630
C  2.18  0.50  0.52  -0.718
C  1.15  -0.36  -0.12  0.409
N  1.30  -1.66  -0.06  -0.681
O  -2.02  1.46  0.45  -0.685
P  -2.38  -1.19  0.37  0.331
H  0.05  1.20  -0.97  0.243
H  -2.34  0.73  -1.43  0.222
H  -0.22  -0.54  -1.58  0.237
H  2.96  0.73  -0.23  0.278
H  2.91  -0.13  1.25  0.249
H  1.84  1.56  1.08  0.293
H  0.70  -2.33  -0.58  0.438
H  -2.34  2.37  0.22  0.531
H  2.25  -1.87  0.21  0.417
H  -2.21  -0.68  1.67  0.011
H  -3.67  -0.80  0.42  -0.009

=====

Which one is most stable, and which one is least stable? a) is the most stable of them, while b) is the least stable.

=====

a) ORCA calculation (ωB97M-V with the def2-TZVPD basis set) on a molecular structure, C14H17IIrN2O2.

Its expectation value of S² is 8.77. The calculation puts the LUMO energy (spin up / spin down) at -7.1 / -11.1 eV. As for the total charge: +2. The calculation puts the HOMO energy (spin up / spin down) at -14.61 / -15.86 eV. The molar mass comes out at 564.42 g mol⁻¹. Its spin multiplicity is 6.

Last column: natural (NBO) charge in e.
Element x y z (Å)
C  2.91  -1.36  -0.05  -0.796
C  0.32  -1.93  -2.22  -0.944
H  3.39  -1.52  -1.04  0.240
H  2.83  -2.34  0.45  0.283
H  3.50  -0.63  0.54  0.271
H  -0.09  -1.38  -3.08  0.260
H  1.25  -2.45  -2.57  0.250
H  -0.38  -2.74  -1.91  0.246
C  1.33  2.31  0.17  0.049
C  0.96  3.66  0.22  -0.205
C  -0.34  4.02  -0.15  -0.110
C  -1.21  3.01  -0.54  -0.172
H  2.35  2.01  0.41  0.226
H  1.68  4.40  0.54  0.265
H  -0.67  5.06  -0.10  0.267
H  -2.24  3.22  -0.83  0.248
N  0.48  1.37  -0.23  -0.426
C  -0.79  1.67  -0.53  0.152
C  -1.70  0.52  -0.67  0.177
N  -1.13  -0.70  -0.58  -0.465
C  -1.90  -1.78  -0.45  0.075
C  -3.91  -0.50  -0.69  -0.101
C  -3.29  -1.74  -0.58  -0.207
H  -1.40  -2.74  -0.31  0.225
H  -3.83  -2.68  -0.61  0.265
C  -3.10  0.63  -0.70  -0.181
H  -3.53  1.63  -0.68  0.244
H  -5.00  -0.43  -0.76  0.267
Ir  1.11  -0.96  -0.73  1.091
I  2.17  0.49  -2.61  0.510
C  1.81  -1.46  3.47  -0.271
O  1.92  -1.40  2.05  -0.521
C  0.97  -0.72  1.35  0.641
O  0.11  -0.07  1.91  -0.509
H  2.04  -0.49  3.92  0.212
H  2.57  -2.16  3.78  0.225
H  0.83  -1.83  3.81  0.216

=====

b) ORCA calculation (ωB97M-V with the def2-TZVPD basis set) on a molecular structure, C14H17IIrN2O2.

Its expectation value of S² is 8.79. The calculation puts the LUMO energy (spin up / spin down) at -8.0 / -11.4 eV. As for the total charge: +2. The calculation puts the HOMO energy (spin up / spin down) at -13.26 / -16.30 eV. The molar mass comes out at 564.42 g mol⁻¹. Its spin multiplicity is 6.

Last column: natural (NBO) charge in e.
Element x y z (Å)
C  1.18  -5.28  -2.13  -0.586
C  -0.30  -5.66  -1.97  -0.613
H  1.39  -4.95  -3.14  0.214
H  1.82  -6.15  -1.94  0.231
H  1.46  -4.50  -1.42  0.138
H  -0.97  -4.80  -2.01  0.188
H  -0.58  -6.35  -2.78  0.231
H  -0.47  -6.21  -1.04  0.214
C  2.04  1.83  -0.96  0.125
C  2.44  3.09  -1.38  -0.121
C  1.53  4.16  -1.36  -0.173
C  0.23  3.91  -0.96  -0.086
H  2.68  0.94  -0.95  0.239
H  3.47  3.22  -1.70  0.269
H  1.86  5.15  -1.67  0.275
H  -0.54  4.69  -0.93  0.252
N  0.77  1.61  -0.53  -0.558
C  -0.15  2.62  -0.58  0.152
C  -1.43  2.18  -0.16  0.166
N  -1.45  0.85  0.16  -0.555
C  -2.59  0.25  0.58  0.149
C  -3.74  2.37  0.47  -0.176
C  -3.74  1.00  0.75  -0.119
H  -2.48  -0.81  0.78  0.246
H  -4.63  0.50  1.12  0.273
C  -2.58  2.97  0.00  -0.064
H  -2.50  4.03  -0.24  0.255
H  -4.65  2.96  0.62  0.276
Ir  0.23  -0.25  0.15  0.874
I  1.52  -2.09  -0.76  0.379
C  1.95  -0.46  3.92  -0.279
O  1.48  -0.67  2.58  -0.508
C  0.54  0.15  2.04  0.582
O  -0.05  1.05  2.67  -0.546
H  2.99  -0.14  3.87  0.212
H  1.92  -1.44  4.39  0.221
H  1.36  0.26  4.50  0.222

=====

Which one is most stable, and which one is least stable? b) is the most stable of them, while a) is the least stable.

=====

a) ORCA calculation (ωB97M-V with the def2-TZVPD basis set) on a single C4H6ClN molecule.

The calculation puts the LUMO energy at 0.8 eV. The structure (SMILES) is CC1=C(C)N1Cl. The calculation puts the HOMO energy at -8.57 eV. The molar mass comes out at 103.55 g mol⁻¹.

Last column: natural (NBO) charge in e.
Element x y z (Å)
C  1.74  -0.87  0.70  -0.683
C  0.60  0.01  0.47  0.145
C  -0.33  0.58  -0.21  0.186
C  -1.18  0.76  -1.35  -0.674
N  -0.57  0.71  1.22  -0.329
Cl  -2.17  -0.19  1.53  -0.123
H  2.43  -0.75  -0.20  0.249
H  1.48  -1.97  0.98  0.252
H  2.31  -0.70  1.62  0.242
H  -0.86  1.51  -2.05  0.244
H  -2.25  1.06  -0.95  0.255
H  -1.21  -0.15  -1.76  0.236

=====

b) ORCA calculation (ωB97M-V with the def2-TZVPD basis set) on 2 unconnected molecules or ions with the total composition C4H6ClN.

The calculation puts the LUMO energy at 0.8 eV. The structure (SMILES) is C=C=CN=C.Cl. The calculation puts the HOMO energy at -9.20 eV. The molar mass comes out at 103.55 g mol⁻¹.

Last column: natural (NBO) charge in e.
Element x y z (Å)
C  0.60  -0.88  -0.30  -0.480
C  0.22  0.37  -0.19  0.093
C  -0.42  1.52  -0.11  -0.161
N  -1.79  1.52  -0.34  -0.400
C  -2.52  0.55  -0.07  -0.038
H  0.49  -1.67  0.45  0.229
H  0.64  -1.24  -1.33  0.222
H  -0.03  2.49  0.05  0.215
H  -3.51  0.74  -0.24  0.171
H  -2.15  -0.51  0.25  0.146
Cl  3.57  0.23  0.07  -0.272
H  3.15  1.25  0.79  0.275

=====

c) ORCA calculation (ωB97M-V with the def2-TZVPD basis set) on a single C4H6ClN molecule.

The calculation puts the LUMO energy at 0.3 eV. The structure (SMILES) is CC1=N[C@]1(C)Cl. The calculation puts the HOMO energy at -9.95 eV. The molar mass comes out at 103.55 g mol⁻¹.

Last column: natural (NBO) charge in e.
Element x y z (Å)
C  -1.31  1.56  -0.45  -0.673
C  -0.25  0.70  0.09  0.244
N  0.32  0.62  1.26  -0.288
C  0.73  -0.31  0.18  0.276
C  0.74  -1.80  0.16  -0.667
Cl  2.62  0.52  -0.59  -0.370
H  -1.50  1.76  -1.44  0.249
H  -1.27  2.54  0.08  0.251
H  -2.08  1.03  0.06  0.254
H  -0.12  -2.26  0.88  0.233
H  1.65  -2.19  0.57  0.254
H  0.46  -2.16  -0.80  0.238

=====

Which one is most stable, and which one is least stable? c) is the most stable of them, while a) is the least stable.

=====

a) ORCA calculation (ωB97M-V with the def2-TZVPD basis set) on 2 unconnected molecules or ions with the total composition C4H13N2O2.

The calculation puts the LUMO energy at 4.0 eV. As for the total charge: -1. The calculation puts the HOMO energy at -3.46 eV. The molar mass comes out at 121.16 g mol⁻¹.

Last column: natural (NBO) charge in e.
Element x y z (Å)
N  2.52  -0.25  0.75  -0.911
C  1.22  -0.29  -0.12  -0.031
C  0.28  -1.25  0.48  -0.444
C  -1.10  -1.71  -0.25  0.016
O  -1.71  -0.57  -0.65  -0.925
C  0.68  1.15  -0.36  -0.247
N  1.80  1.89  -0.85  -0.845
H  3.43  -0.46  0.16  0.363
H  2.40  -0.90  1.54  0.362
H  1.58  -0.71  -1.21  0.157
H  0.78  -2.19  0.98  0.164
H  -0.08  -0.61  1.41  0.174
H  -0.98  -2.54  -0.96  0.111
H  -1.54  -2.31  0.64  0.064
H  -0.08  1.17  -1.19  0.230
H  0.14  1.38  0.55  0.175
H  1.43  2.85  -1.06  0.342
H  2.49  1.98  -0.05  0.358
H  -2.48  0.44  0.12  0.515
H  -3.52  0.18  1.23  0.435
O  -3.33  0.93  0.65  -1.060

=====

b) ORCA calculation (ωB97M-V with the def2-TZVPD basis set) on 2 unconnected molecules or ions with the total composition C4H13N2O2.

The calculation puts the LUMO energy at 3.5 eV. As for the total charge: -1. The calculation puts the HOMO energy at -3.47 eV. The molar mass comes out at 121.16 g mol⁻¹.

Last column: natural (NBO) charge in e.
Element x y z (Å)
C  0.37  1.04  -0.45  -0.239
N  0.60  0.26  0.83  -0.701
C  0.77  1.32  1.92  0.151
O  -0.36  1.69  2.35  -0.885
C  0.51  0.23  -1.76  -0.214
N  -0.71  -0.65  -1.94  -0.651
C  -0.45  -1.92  -2.50  -0.412
H  -0.56  1.57  -0.54  0.175
H  1.19  1.84  -0.54  0.179
H  -0.25  -0.40  1.06  0.348
H  1.39  0.86  2.74  0.069
H  1.44  2.07  1.63  0.095
H  0.90  0.89  -2.57  0.182
H  1.46  -0.53  -1.63  0.151
H  -1.26  -0.78  -1.17  0.365
H  0.26  -2.17  -3.36  0.195
H  -0.01  -2.68  -1.73  0.151
H  -1.39  -2.35  -2.92  0.183
H  -0.95  0.68  3.19  0.504
H  -1.60  -0.89  3.51  0.436
O  -1.34  -0.07  3.86  -1.079

=====

Which one is most stable, and which one is least stable? a) is the most stable of them, while b) is the least stable.

=====

a) ORCA calculation (ωB97M-V with the def2-TZVPD basis set) on 3 unconnected molecules or ions with the total composition C4H13N2O2.

The calculation puts the LUMO energy at 2.1 eV. As for the total charge: -1. The calculation puts the HOMO energy at -3.85 eV. The molar mass comes out at 121.16 g mol⁻¹.

Last column: natural (NBO) charge in e.
Element x y z (Å)
C  -0.54  2.16  0.06  -0.211
N  0.10  2.81  1.21  -0.852
C  -0.12  0.70  -0.06  -0.197
C  -0.87  0.05  -1.21  -0.465
N  -0.18  0.06  1.17  -0.418
C  0.25  -1.32  0.95  0.044
O  1.40  -1.49  0.22  -0.797
H  -1.63  2.14  0.23  0.165
H  -0.28  2.72  -0.84  0.173
H  0.16  2.12  1.95  0.379
H  -0.51  3.52  1.60  0.335
H  0.94  0.64  -0.39  0.327
H  -1.21  0.84  -1.91  0.184
H  -0.33  -0.69  -1.82  0.305
H  -1.82  -0.31  -0.51  0.040
H  -2.56  -0.58  0.04  0.026
H  -0.53  -1.80  0.35  0.175
H  0.29  -1.84  1.91  0.132
H  0.70  -2.68  -2.81  0.420
H  1.15  -1.95  -0.64  0.532
O  0.46  -2.60  -1.88  -1.298

=====

b) ORCA calculation (ωB97M-V with the def2-TZVPD basis set) on 2 unconnected molecules or ions with the total composition C4H13N2O2.

The calculation puts the LUMO energy at 3.5 eV. As for the total charge: -1. The calculation puts the HOMO energy at -2.39 eV. The molar mass comes out at 121.16 g mol⁻¹.

Last column: natural (NBO) charge in e.
Element x y z (Å)
N  -0.90  -2.77  0.74  -0.842
C  0.35  -2.53  0.06  -0.222
C  1.01  -1.17  0.28  -0.222
N  0.06  -0.08  0.08  -0.685
C  0.55  1.05  -0.70  -0.299
C  0.73  2.53  -0.03  -0.003
O  1.90  3.05  -0.37  -0.933
H  -1.62  -2.16  0.36  0.349
H  -0.97  -2.41  1.69  0.341
H  1.01  -3.34  0.39  0.168
H  0.28  -2.76  -1.01  0.185
H  1.86  -1.06  -0.38  0.203
H  1.48  -1.14  1.28  0.151
H  -0.57  0.04  0.84  0.353
H  -0.18  1.27  -1.50  0.160
H  1.49  0.93  -1.22  0.212
H  -0.15  3.09  -0.49  0.045
H  0.52  2.46  1.07  0.050
H  -1.59  2.03  -0.28  0.486
H  -2.80  1.14  -0.13  0.451
O  -2.45  1.85  -0.68  -0.949

=====

c) ORCA calculation (ωB97M-V with the def2-TZVPD basis set) on 2 unconnected molecules or ions with the total composition C4H13N2O2.

The calculation puts the LUMO energy at 4.1 eV. As for the total charge: -1. The calculation puts the HOMO energy at -3.39 eV. The molar mass comes out at 121.16 g mol⁻¹.

Last column: natural (NBO) charge in e.
Element x y z (Å)
C  0.62  1.72  0.43  -0.219
C  1.04  0.93  1.70  -0.457
C  0.90  -0.69  1.59  -0.021
O  -0.37  -1.06  1.26  -0.963
N  -0.42  1.15  -0.44  -0.684
C  0.17  0.37  -1.51  -0.086
N  -0.35  0.84  -2.84  -0.851
H  0.12  2.68  0.75  0.161
H  1.46  2.12  -0.09  0.173
H  2.08  1.27  1.96  0.173
H  0.36  1.15  2.53  0.186
H  1.67  -1.18  0.95  0.104
H  1.05  -0.94  2.63  0.110
H  -1.02  0.61  0.19  0.417
H  1.27  0.23  -1.51  0.163
H  0.02  -0.70  -1.46  0.203
H  -0.50  1.87  -2.73  0.343
H  -1.28  0.44  -2.82  0.344
H  -0.58  -2.23  0.32  0.507
H  -2.06  -2.55  0.45  0.449
O  -1.32  -2.86  -0.08  -1.050

=====

Which one is most stable, and which one is least stable? c) is the most stable of them, while a) is the least stable.